Computed, not measured: a cluster of 15 separate species, C90H125N10O40P5 in total, with ωB97M-V with the def2-TZVPD basis set.

Geometry as XYZ:
```
270
Properties=species:S:1:pos:R:3:forces:R:3
C 3.368226 -4.954196 -4.706333 1.9 -1.0 -0.8
C -2.250403 0.717477 4.642706 0.7 -0.3 -0.7
C -1.708684 2.051012 4.168850 -0.7 0.6 1.7
C -5.606439 3.647334 6.194313 1.0 -0.2 0.8
O -0.318027 6.684015 -0.277639 -0.3 1.0 -0.8
H -1.434128 2.164116 -1.680093 0.2 0.2 0.1
N -6.013690 -3.559690 -3.202699 0.2 -0.6 0.0
N -0.187381 6.704258 -1.503781 -0.2 0.3 1.4
H -10.807860 -3.056141 -1.036699 -0.3 0.2 0.0
H -0.405164 2.252437 0.624189 0.0 1.1 0.5
C -3.588170 -7.485807 -5.900489 1.4 -2.1 -0.7
C 0.544030 1.011072 7.437489 0.2 0.5 1.2
C -2.622887 -6.400164 -1.794269 0.7 0.5 -0.3
C 2.518235 2.612354 0.879291 -0.9 3.3 1.4
O 0.088286 5.704638 -2.105795 0.1 -0.6 -1.3
H 5.248243 -2.800832 7.846915 -0.2 0.0 -0.1
H 4.544637 -0.617859 -6.174822 0.5 -0.1 -0.2
H 0.048845 1.152330 6.486962 -0.3 -0.4 -0.2
P 8.187662 2.432151 -0.116772 0.0 -0.7 -0.4
O 1.391841 2.164003 -5.155220 -1.3 1.1 -0.5
O 1.477457 -2.563146 4.624849 -1.8 -0.7 0.2
C 2.670455 -3.754536 2.098149 -0.5 1.4 2.0
H 4.112737 -3.406681 9.888321 0.2 0.3 0.7
O -4.164718 2.305001 2.392318 -0.7 -1.8 -1.2
H -3.879144 2.913123 0.427656 -0.1 0.3 -0.8
C -3.678426 -3.088702 1.634637 0.4 -0.2 -0.1
C -0.923490 3.011173 -4.730857 -0.2 0.2 -0.2
H 2.283319 2.561790 3.013017 0.0 0.3 -0.1
C 10.199261 5.618091 -0.159036 -0.1 1.4 1.7
H 10.452335 2.910815 2.200130 -0.7 0.5 -0.2
H 3.212449 -1.603168 -2.694387 0.1 0.0 -0.2
N -4.401030 -8.695562 -6.226821 -1.4 -0.4 -0.3
H 3.741083 -3.694184 7.598271 0.1 0.7 0.5
H 3.711808 1.695453 -6.585426 0.1 0.1 0.3
H -7.914903 -2.016857 -4.050895 0.0 0.0 0.6
C 6.019690 1.423574 0.979410 -0.9 0.8 -2.2
H 3.197114 -3.578118 -0.002793 -0.1 0.2 -0.2
O -3.593019 -5.405113 1.945164 0.1 0.5 -0.2
O -3.952918 -9.821794 -6.077902 0.5 0.9 0.1
O 8.441244 3.967356 -0.138881 1.1 1.1 -0.3
H 0.385780 3.738275 -6.245871 1.3 0.5 0.6
O -1.771966 -2.463275 -2.825792 -0.7 0.8 -1.1
O 2.169337 0.240693 -6.559497 -1.0 -0.2 1.2
C 1.664773 -0.000080 7.379513 0.8 0.1 0.4
H -5.942783 -0.010344 -5.964536 0.3 -0.1 0.3
C 2.595211 2.004685 11.298366 -0.5 0.8 -0.4
C -8.895769 -3.984376 -0.904611 -0.3 -0.7 -0.5
C -3.776012 -3.223380 0.249087 -0.1 0.1 -0.8
H 4.335858 -0.252186 2.954451 0.0 0.2 0.1
H -0.446742 -2.056159 3.977135 -0.5 0.2 0.0
C 2.188897 4.620620 2.297654 0.2 -0.6 -0.4
C 9.611431 4.446602 -0.849694 -0.3 0.4 -0.6
N -1.073651 -2.368165 -1.860994 0.7 -1.9 2.0
H -5.976838 -0.060071 -8.387538 0.0 0.0 -0.1
H -0.630249 4.514000 3.357048 0.7 -0.1 0.2
H -1.391729 3.980982 -4.972411 -0.1 -0.5 0.1
H -0.870772 7.014936 -4.130447 0.4 0.4 0.3
C 3.902467 -2.463499 9.390665 -1.5 -1.5 -0.3
C -5.055439 -0.211100 -7.852490 0.8 0.0 -0.1
C -3.847151 -0.373967 -8.528470 -0.9 -0.2 -0.6
O -5.195373 -4.215075 -2.577662 -0.1 0.2 -0.2
H -5.196544 -6.150787 -6.216191 -0.3 -0.1 -0.5
C -0.637427 1.334048 0.163226 0.5 -1.3 -0.9
H 3.311783 0.500300 12.633915 -0.4 0.4 0.0
H 2.429092 5.426076 -0.984467 0.0 0.3 -0.2
H 2.558127 2.988197 -1.229662 0.0 0.3 0.0
H 5.277869 0.051722 -7.678237 0.1 -0.3 0.0
C -1.117047 1.279106 -1.145145 -1.0 0.2 0.3
H 2.009574 2.705327 11.922269 0.5 -0.2 -0.3
C 2.200526 -3.130062 -5.651728 -0.5 1.4 0.0
H 0.943626 2.007462 7.684464 0.1 -0.3 0.0
C -4.215802 4.757314 -2.949871 -0.3 -0.6 -0.6
O 1.688447 -0.204038 3.559130 -0.3 0.2 -0.2
H -5.201733 1.961568 -1.409129 -0.3 -0.7 0.0
C -0.704644 10.380515 -3.563928 0.3 0.7 -0.5
C -5.002392 -0.207832 -6.469974 -0.8 -0.1 -0.2
H -9.170549 -4.538577 -0.024445 0.0 -0.2 0.2
C 3.343564 -3.876017 -5.558900 0.0 -0.4 -0.4
O -5.956263 1.705836 -3.828080 1.1 2.8 -0.1
C -3.748456 -1.869695 2.277226 0.2 -0.1 0.7
C -7.347106 -3.403171 -2.572223 1.4 -1.6 0.2
H -5.971206 2.507774 4.461393 0.5 -0.1 -0.5
C -0.320921 10.383680 -2.231918 -0.9 0.6 -0.4
C -0.364959 7.984216 -2.265764 0.3 -0.3 0.8
H -1.670184 2.205475 -4.805487 0.2 0.3 0.3
H -2.996366 6.291674 -2.120623 0.0 0.1 0.1
O -4.850492 4.271357 3.910736 -0.5 -0.9 0.7
C 3.364433 0.817741 -7.105177 -0.4 -2.0 -0.9
H 1.515964 -4.140220 0.462691 -0.5 0.2 -0.8
C -8.208237 -2.529370 -3.126326 0.3 1.4 -2.1
C -7.653359 -4.220940 -1.499549 -0.7 1.5 0.5
C -3.237865 -8.573233 -1.057026 0.1 -0.1 0.8
H -6.930552 -4.859167 -1.046742 0.4 -0.4 0.0
C -0.823340 5.494234 2.932991 -1.1 -0.6 1.2
H -3.888759 -4.203355 -5.547648 -0.3 0.4 0.1
H -0.425364 6.289650 3.571112 0.3 -0.2 -0.2
C -5.828187 3.550550 4.729576 -1.1 0.4 -0.4
O 2.295518 -2.294144 2.260556 0.3 -0.4 -0.2
C 2.313797 3.231750 2.149352 0.3 -0.6 -0.6
C -1.007576 -1.101721 -1.076391 -0.3 0.5 -1.4
H -1.753254 0.030114 -2.759863 -0.1 -0.1 -0.1
H -1.371771 -4.040766 5.316169 -0.6 -0.2 0.3
H 1.602933 0.429719 12.385237 -0.5 -0.4 -0.5
H -0.255550 11.313811 -1.677010 0.3 -0.1 -0.1
H -1.365885 2.010856 3.129381 -0.3 0.2 0.1
H -0.579521 -6.729061 -4.707136 0.6 0.0 -0.1
C 2.295470 -5.247444 -3.946768 -0.6 -0.3 1.8
C -2.651973 -0.558597 -7.882966 0.2 -0.3 -0.7
C -3.816050 -0.442146 -5.786973 -0.6 0.4 -0.2
H -0.907603 11.304959 -4.119492 0.2 -0.3 0.4
H -3.850117 -0.336697 -4.706585 0.3 -0.3 -0.1
H -2.817406 5.036942 0.122747 0.3 0.4 -0.1
H -3.677129 -9.561127 -1.182200 -0.1 0.3 -0.1
H -4.145132 -2.131166 -1.614689 0.2 -0.3 -0.2
C -3.449328 -5.177680 -5.541732 2.3 0.4 -0.5
C 4.638762 -0.619027 3.932956 -0.3 -2.6 -0.7
H 0.129003 -3.669019 3.478769 -0.1 -0.2 -0.6
H 10.305112 0.571992 2.929350 1.1 -0.2 -0.5
O 2.483896 0.015135 8.639413 -1.4 0.1 -1.3
C -0.500654 -1.082609 0.199099 0.2 -0.4 -0.3
H 5.554615 -1.201107 3.854539 -0.2 -0.4 -0.6
O 1.338109 -6.705348 -2.354050 0.0 0.6 -1.0
H 4.176403 -3.717384 -6.226879 0.1 0.2 0.0
H -3.638420 -1.856415 3.379900 -0.1 0.2 -0.9
O 8.236667 1.688590 -1.389430 -0.2 0.4 0.9
C 9.573919 1.299471 3.177792 -1.8 -0.6 1.0
C 1.171474 -4.451049 -3.936453 -0.8 -0.2 -0.2
C -0.653126 7.951395 -3.603203 -0.5 0.3 -1.1
C -4.693759 2.879196 -1.581211 0.0 -1.1 0.0
N -1.083305 -6.967375 1.614503 1.4 0.0 1.0
H -4.450346 5.284297 -3.847738 0.2 0.3 -0.6
H 4.489708 0.362760 -0.152798 -0.1 0.1 -0.2
O -0.409849 -5.925297 1.756212 -1.5 -1.1 -0.8
P -3.730673 3.414570 3.192236 -0.5 0.6 2.4
C -3.255714 -7.599104 -2.030326 -0.4 -0.7 -0.3
H 3.031033 1.034580 -8.090945 0.0 0.9 -0.9
P 2.206456 -1.574062 3.693398 -0.4 -0.2 -1.7
H 8.645745 3.104699 2.468338 -0.3 0.6 0.1
H 9.724271 1.618358 4.215387 0.1 0.1 -0.2
C -1.546386 -6.570486 -5.143853 1.1 -0.5 0.3
C 9.450582 2.444291 2.215579 1.5 -1.1 -0.3
O -2.785909 3.054227 4.399623 1.0 -0.6 -0.1
C -3.999151 -2.097514 -0.552014 0.0 1.2 2.5
N 2.375033 -6.315774 -2.884966 -0.5 -0.6 1.1
H -2.662607 0.665060 5.642772 0.4 0.4 0.4
C -2.250407 -7.687772 -5.542274 -1.6 -0.1 0.0
C -0.765799 9.197076 -4.261619 -0.3 -0.7 0.2
H -1.362813 -5.284578 -0.457914 -0.2 -0.1 -0.1
H 2.226605 -2.271998 -6.346861 -0.5 -0.5 0.5
O -2.808668 -0.454368 -10.647134 -0.8 -0.2 1.4
H 5.669619 1.132979 4.694062 0.1 -0.4 -0.4
O -0.447029 -3.357316 -1.430965 -0.2 1.5 0.0
H -0.426814 5.534248 1.933430 0.0 0.2 -0.3
H 1.303182 -1.014290 7.172394 0.1 0.1 0.2
H -0.551427 3.126321 -3.700498 0.0 -0.3 -0.4
H 5.402597 1.679887 -1.044313 -0.7 0.4 -0.2
H 0.269914 -4.433627 5.821290 0.1 -0.1 -0.5
C -1.385024 0.068061 -1.747074 0.8 -0.6 0.0
H 11.093838 6.030881 -0.599744 0.2 -0.2 -0.7
O -5.556735 -8.503868 -6.601445 0.9 0.2 0.2
O 2.973767 -0.411171 10.931262 -0.9 1.1 1.3
O 2.417407 7.570809 0.167214 -0.5 -1.0 3.0
H 10.364818 3.690410 -1.061516 -0.3 -0.4 0.1
C 2.569040 -4.160196 0.658483 0.6 0.5 1.1
O 0.549650 -0.822680 10.155621 -2.8 0.3 0.5
O 3.452856 -6.716832 -2.485648 0.3 0.5 -1.0
H 0.189297 0.177777 1.780117 -0.1 0.0 0.0
C -0.161462 9.186467 -1.603051 1.0 -0.4 1.0
P 1.937010 -0.881395 9.845154 2.9 -0.2 -1.0
C 5.435106 0.874162 -0.327513 0.6 -0.3 0.2
H 3.626112 2.304535 11.198881 0.3 0.4 0.0
N -3.446214 -4.311254 2.465586 -0.6 -0.4 -0.4
O 0.198955 -0.135222 -5.008698 -0.2 -0.2 0.2
C -4.787947 3.482927 -2.811200 0.2 1.5 -0.2
O 9.246655 1.852703 0.913230 -0.1 -0.1 -0.1
H -1.761172 -0.623017 -8.496858 0.1 -0.1 0.3
O 2.614022 0.352637 -4.121101 -0.4 -0.3 -0.3
N -5.546338 2.896234 -3.960556 -1.2 -1.6 -0.8
C 4.155326 -2.728353 7.974071 1.1 -0.3 -2.6
O -5.745494 3.561330 -4.991385 0.6 -1.0 2.2
O -2.979429 4.457192 2.387538 1.4 2.0 -1.2
C -4.147469 -6.257415 -6.030785 -1.0 0.8 1.4
C 2.443560 -1.029298 -2.177871 0.0 -1.1 0.4
C 2.528300 0.654337 11.876532 1.9 -1.9 1.0
H 4.217109 -5.627356 -4.760938 0.0 0.1 0.4
H -3.040611 0.372034 3.995204 -0.2 0.0 -0.4
H 2.172106 1.987101 10.301260 -0.3 0.2 -0.2
C 2.237964 5.368928 1.126045 0.4 1.6 1.0
C 1.099122 -3.382929 -4.809185 0.7 0.0 -0.9
P 1.462081 0.577374 -5.174080 1.3 0.5 -0.5
C -1.942911 -6.191625 -0.615311 1.1 0.7 0.7
H 0.353089 -4.755619 -3.302585 -0.1 0.3 0.2
N 2.190428 6.946182 1.245572 0.2 -1.7 -3.0
C 2.436783 0.352619 -2.678004 1.1 1.4 -0.7
C -0.280933 0.150645 0.798809 -0.2 0.0 0.6
H -3.663927 -4.192509 -0.220931 -0.2 -0.1 0.2
H -0.951889 9.288300 -5.319397 -0.2 -0.5 -0.1
C 0.193356 2.795976 -5.749350 0.2 0.3 0.9
H -2.693426 5.766890 3.991498 -0.5 0.4 0.6
H -1.881679 -8.708098 -5.527146 0.2 0.3 0.2
H -1.403604 0.040214 4.531201 -0.1 -0.4 0.2
C -2.652100 -0.645415 -6.512674 0.6 0.7 0.9
C 4.368041 -0.335453 -7.221339 0.4 1.2 1.7
C -3.345855 4.658536 -0.733249 0.4 -0.4 0.1
H -2.504123 -5.669694 -2.587697 -0.4 0.1 0.2
H 5.214239 1.806273 1.586460 0.0 -0.1 0.6
O -5.805839 -3.078163 -4.302986 -0.2 0.1 0.4
H 3.320967 0.906249 -2.368963 0.2 -0.1 0.3
H 4.019960 -1.231768 -7.699996 -0.5 0.0 -0.6
H -1.535117 -4.422448 -4.885196 0.3 0.1 0.2
C 4.944899 0.360828 4.967209 -1.1 1.3 2.4
H -0.146059 0.747151 8.260437 0.1 0.1 -0.6
C -9.434524 -2.354955 -2.589172 -2.4 -0.4 1.3
O -4.951112 -0.204080 -10.599699 1.6 -0.5 1.6
C -3.941688 3.419103 -0.551874 -0.2 0.3 0.3
N -3.859970 -0.372622 -10.005549 -0.9 0.9 -2.6
H 8.656235 0.682400 3.174666 0.0 0.5 0.1
H 4.468848 -1.632258 9.780801 -0.2 0.2 0.3
H 2.123030 5.064796 3.288318 -0.2 0.0 -0.4
H 0.219838 -2.767591 -4.935101 -0.1 0.0 0.3
H -0.881813 2.416360 4.820210 -0.5 -0.3 -0.6
H -0.267866 -2.038835 0.645908 0.3 0.1 0.3
C 2.410683 4.804962 -0.111405 -0.5 0.8 -0.4
H -1.704102 -0.656890 -5.997772 0.1 -0.4 0.1
H 0.307238 9.234921 -0.632738 -0.4 -0.5 0.4
H 5.307792 -0.141290 5.881557 0.0 0.1 -0.4
C -0.397064 -3.630562 5.505714 -0.4 -0.6 0.6
H -4.679695 3.109786 6.417694 0.1 0.4 0.3
H 9.214684 4.843355 -1.771131 0.1 -0.3 -0.7
C -2.345503 5.633251 2.996119 1.4 -0.4 -2.3
H 1.616178 0.996133 -2.390419 -0.7 -0.2 0.0
H -2.510866 6.412977 2.260578 -1.0 0.5 0.5
H 2.665614 1.577941 0.900814 0.0 -1.5 -0.5
H -3.955178 0.272525 1.858357 0.0 0.1 0.7
H -6.389687 3.155409 6.788842 0.0 0.1 -0.5
H 6.597117 0.645485 1.390532 0.8 -0.7 1.2
H -0.128888 2.276212 -6.612974 -0.5 -1.5 -0.6
H -10.155993 -1.646202 -2.982220 0.2 -0.1 -0.2
C -1.886811 -7.173787 0.364511 0.0 1.3 -0.1
C 2.473678 3.449031 -0.248879 0.6 -2.1 0.3
H 1.879655 -4.270507 2.616989 -0.3 -0.4 0.2
H 4.051925 0.910910 5.304561 0.1 -0.1 -0.3
O 3.598222 -1.681238 4.343403 3.2 1.8 0.5
H 6.136662 0.188762 -0.793988 0.0 -0.3 0.1
C -3.441540 5.322864 -1.950333 -0.6 -0.3 0.1
O 1.891328 7.382853 2.320955 0.2 0.7 -0.3
O -1.020819 -7.877101 2.442396 -0.6 0.9 -1.3
H 2.706296 -1.093386 -1.118795 -0.3 0.2 0.1
H -0.387659 -2.960267 6.335166 -0.4 0.7 0.6
H 9.472811 6.445492 -0.117365 0.1 -0.3 -0.1
H -4.193672 0.035666 -0.479940 0.0 0.6 -0.1
C -9.838499 -3.141574 -1.490742 1.4 0.5 -0.2
H -6.771506 4.027717 4.521845 -0.3 0.3 -0.4
O 6.823182 2.579367 0.671113 -0.1 -0.6 0.4
C -3.915805 -0.733617 1.488118 0.0 0.2 0.2
C -2.069737 -5.304899 -5.177610 -2.7 0.0 -0.4
H 3.815167 -1.943315 7.264911 0.1 -0.3 0.6
C -4.041825 -0.829280 0.130680 -0.2 -2.3 -1.7
C -2.596299 -8.309044 0.155789 0.0 -2.4 0.9
H -5.553564 4.684978 6.515285 0.2 0.0 0.1
O 2.435381 -2.336737 9.506061 0.7 0.3 0.6
H 1.493486 -1.520088 -2.363523 -0.1 -0.1 0.1
H 2.882487 -5.178004 0.649787 0.3 -1.0 -0.4
H 3.544414 -3.946486 2.765057 0.0 0.3 -1.2
H 2.396212 0.268037 6.616332 -0.1 -0.1 0.0
O -3.186186 -4.174070 3.638880 0.3 0.5 0.3
H -3.732572 -7.810390 -2.977304 0.0 0.1 -0.1
C 0.048494 -2.963374 4.283587 2.6 0.3 0.2
H 10.508347 5.465215 0.881040 -0.2 -0.5 0.0
H -2.567342 -9.086757 0.935388 -0.1 0.4 -0.4
```
Positions in Å, forces in eV/Å.

Results
HOMO level, eV: -9.46
Energy, a.u.: -8767.952866
Kohn-Sham gap, eV: 8.5

Atom charges from the Mulliken analysis, given in e for atoms 1 to 8: -0.579 -0.953 0.321 -1.099 -0.469 -0.121 1.027 1.081